[1]
Density functional theory data (ωB97M-V/def2-TZVPD) for the molecule C14H17NO5S in a non-equilibrium geometry.

Geometry as XYZ:
```
38
C14H17NO5S ωB97M-V/def2-TZVPD
C -5.65 -1.85 0.72
H -6.64 -1.66 1.12
O -5.00 -0.60 0.72
C -3.73 -0.53 0.26
C -2.99 -1.61 -0.21
C -1.69 -1.42 -0.66
C -1.14 -0.16 -0.64
C -1.86 0.93 -0.18
C -3.15 0.77 0.28
O -3.95 1.75 0.74
C -3.45 3.07 0.76
H -2.57 3.16 1.41
H -4.25 3.69 1.15
H -3.18 3.41 -0.25
H -1.37 1.89 -0.20
S 0.53 0.12 -1.17
O 1.02 -1.06 -1.83
O 0.62 1.37 -1.87
N 1.28 0.37 0.31
H 2.04 1.03 0.20
C 1.66 -0.81 1.05
H 0.81 -1.49 1.00
H 1.82 -0.52 2.09
C 2.91 -1.51 0.49
C 4.07 -0.57 0.45
C 4.44 0.35 -0.49
C 5.58 1.01 0.04
C 5.81 0.44 1.25
O 4.90 -0.51 1.52
H 6.56 0.62 2.00
H 6.15 1.79 -0.43
H 3.97 0.52 -1.43
H 3.15 -2.37 1.12
H 2.69 -1.85 -0.52
H -1.10 -2.24 -1.04
H -3.41 -2.60 -0.23
H -5.73 -2.26 -0.29
H -5.14 -2.58 1.36
```

Calculated values
Total charge: 0
SMILES: COc1ccc(S(=O)(=O)NCCc2ccco2)cc1OC
Lowest unoccupied orbital energy, eV: 0.7083
Highest occupied orbital energy, eV: -8.559

---

[2]
Density functional theory data (ωB97M-V/def2-TZVPD) for a structure of composition C4H11NO in a non-equilibrium geometry.

Geometry as XYZ:
```
17
C4H11NO ωB97M-V/def2-TZVPD
C -0.95 0.24 1.57
C -1.81 -0.29 -0.58
N -1.08 -0.71 0.46
H 0.14 -0.86 0.02
H -0.89 1.29 1.26
H -0.06 0.00 2.15
H -1.82 0.12 2.22
H -2.30 -1.06 -1.17
H -0.70 -0.01 -1.53
H -2.32 0.68 -0.53
C 2.01 0.48 -0.16
C 1.11 -0.51 -0.86
O 0.38 -0.06 -1.87
H 1.54 -1.51 -1.02
H 1.44 1.35 0.16
H 2.79 0.83 -0.85
H 2.50 0.03 0.71
```

Calculated values
Total charge: 0
Lowest unoccupied orbital energy, eV: 0.3923
Highest occupied orbital energy, eV: -8.802

---

[3]
Density functional theory data (ωB97M-V/def2-TZVPD) for a structure of composition C30H26BrN6O4RuS.

Geometry as XYZ:
```
69
C30H26BrN6O4RuS ωB97M-V/def2-TZVPD
Ru 0.01 -0.57 -0.03
O -1.83 4.41 0.88
C -2.86 4.00 0.09
C -4.04 4.73 0.19
C -5.14 4.40 -0.58
C -5.08 3.33 -1.46
C -3.92 2.60 -1.55
C -2.79 2.92 -0.80
C -1.55 2.05 -0.89
O -1.71 0.86 -0.30
N -1.22 1.88 -2.36
N -0.45 0.87 -2.68
C -0.86 -0.33 -2.29
C -0.02 -1.41 -1.96
Br 0.55 -3.33 0.79
C 0.39 -2.52 -2.55
C 0.14 -2.86 -3.97
C 0.08 -4.20 -4.34
C -0.18 -4.56 -5.66
C -0.36 -3.58 -6.62
C -0.28 -2.24 -6.26
C -0.04 -1.88 -4.95
H -1.08 3.80 0.84
H -4.06 5.56 0.88
H -6.05 4.98 -0.48
H -5.94 3.06 -2.06
H -3.86 1.75 -2.23
H -0.67 2.59 -0.51
H -0.97 2.74 -2.85
H -1.93 -0.53 -2.27
H 0.91 -3.27 -1.97
H 0.22 -4.96 -3.59
H -0.24 -5.60 -5.93
H -0.56 -3.86 -7.65
H -0.41 -1.47 -7.02
H 0.04 -0.83 -4.68
N -2.95 -0.69 3.16
C -1.87 -0.86 2.38
S -2.09 -1.76 0.90
N -0.72 -0.43 2.82
N 0.31 -0.46 1.96
C 1.54 -0.55 2.39
C 1.93 -0.72 3.79
C 2.85 -1.73 4.11
C 3.19 -1.97 5.43
C 2.65 -1.19 6.44
C 1.75 -0.18 6.13
C 1.39 0.05 4.82
C 2.56 -0.48 1.33
C 3.87 -0.13 1.59
C 4.72 0.15 0.54
C 4.24 0.04 -0.76
C 2.93 -0.35 -0.95
N 2.12 -0.60 0.06
H -3.84 -1.05 2.86
H -2.88 -0.17 4.01
H 3.26 -2.35 3.32
H 3.89 -2.76 5.66
H 2.92 -1.38 7.47
H 1.34 0.43 6.92
H 0.71 0.85 4.57
H 4.19 0.00 2.61
H 5.74 0.47 0.72
H 4.87 0.28 -1.61
H 2.51 -0.47 -1.94
O 2.23 2.40 2.16
C 1.18 2.38 1.52
O 0.92 1.80 0.43
H 0.31 2.91 1.99
```

Calculated values
Total charge: 0
Lowest unoccupied orbital energy (alpha / beta), eV: -0.7022 / -2.7629
Highest occupied orbital energy (alpha / beta), eV: -8.201 / -8.319
2S+1: 6

---

[4]
Density functional theory data (ωB97M-V/def2-TZVPD) for the molecule C13H18OSi in a non-equilibrium geometry.

Geometry as XYZ:
```
33
C13H18OSi ωB97M-V/def2-TZVPD
O 1.41 2.09 -0.17
C -1.24 -0.50 -1.99
C -0.97 0.68 -1.44
C -2.31 -3.40 0.30
C -2.18 -2.73 1.51
C -1.99 -2.77 -0.91
C -1.63 -1.44 1.51
C -1.53 -1.45 -0.88
C -1.35 -0.80 0.33
C 2.36 2.44 -2.38
C 2.08 1.48 -1.23
C 1.67 -0.52 1.20
C 0.23 1.83 2.56
C -0.99 0.61 0.05
Si 0.63 1.06 0.90
H -1.14 -0.73 -3.01
H -0.60 1.57 -2.01
H -2.70 -4.40 0.26
H -2.24 -3.29 2.41
H -2.18 -3.27 -1.84
H -1.46 -0.92 2.43
H 3.05 2.02 -3.11
H 2.81 3.33 -1.97
H 1.45 2.78 -2.88
H 1.49 0.64 -1.59
H 3.01 1.06 -0.85
H 2.71 -0.31 1.45
H 1.20 -1.16 1.94
H 1.66 -1.07 0.26
H 0.00 1.02 3.24
H -0.61 2.50 2.57
H 1.11 2.36 2.93
H -1.75 1.28 0.42
```

Calculated values
Total charge: 0
SMILES: CCO[Si](C)(C)[C@H]1C=Cc2ccccc21
Lowest unoccupied orbital energy, eV: 0.8921
Highest occupied orbital energy, eV: -8.346

---

[5]
Density functional theory data (ωB97M-V/def2-TZVPD) for a cluster of 12 separate species, C36H96O12 in total in a non-equilibrium geometry.

Geometry as XYZ:
```
144
C36H96O12 ωB97M-V/def2-TZVPD
C 3.83 -7.61 0.77
C 2.75 -7.18 -0.13
C 1.59 -6.71 0.76
O 3.14 -6.16 -0.91
H 4.70 -7.84 0.16
H 3.56 -8.49 1.35
H 4.13 -6.76 1.39
H 2.42 -8.04 -0.72
H 1.32 -7.57 1.36
H 0.76 -6.39 0.13
H 2.00 -5.93 1.40
H 2.49 -5.98 -1.60
C -3.99 0.29 -5.23
C -2.74 -0.42 -6.04
C -1.86 0.60 -6.81
O -1.91 -1.13 -5.19
H -4.34 -0.39 -4.45
H -4.81 0.58 -5.89
H -3.47 1.10 -4.71
H -3.22 -1.17 -6.67
H -1.33 1.25 -6.12
H -2.50 1.12 -7.53
H -1.14 0.14 -7.49
H -1.56 -0.51 -4.55
C -3.57 -8.21 -2.64
C -4.11 -6.76 -2.60
C -5.19 -6.56 -3.71
O -4.73 -6.58 -1.38
H -4.32 -8.98 -2.47
H -2.71 -8.31 -1.98
H -3.22 -8.51 -3.63
H -3.26 -6.09 -2.72
H -5.52 -5.53 -3.64
H -6.04 -7.25 -3.71
H -4.73 -6.59 -4.71
H -5.20 -7.37 -1.13
C 5.29 1.01 3.63
C 4.25 0.23 4.41
C 4.42 -1.31 4.27
O 4.48 0.72 5.71
H 5.61 1.93 4.13
H 4.98 1.32 2.63
H 6.15 0.36 3.54
H 3.25 0.58 4.16
H 5.41 -1.70 4.53
H 4.34 -1.68 3.25
H 3.65 -1.83 4.85
H 3.74 0.54 6.29
C -4.02 1.94 9.06
C -3.39 1.03 7.91
C -2.35 1.76 7.14
O -2.76 0.00 8.69
H -5.02 1.56 9.27
H -4.12 3.00 8.84
H -3.50 1.75 10.00
H -4.08 0.54 7.23
H -2.93 2.59 6.73
H -2.22 1.22 6.20
H -1.38 1.95 7.58
H -3.51 -0.26 9.24
C -0.45 -0.84 0.28
C -0.68 0.63 -0.26
C -0.16 1.65 0.75
O 0.09 0.66 -1.52
H 0.52 -1.02 0.74
H -0.65 -1.68 -0.39
H -1.29 -0.93 0.97
H -1.69 0.76 -0.65
H 0.93 1.60 0.67
H -0.60 1.44 1.73
H -0.39 2.69 0.53
H 0.74 1.36 -1.41
C -5.44 8.76 1.98
C -4.99 7.21 2.07
C -3.64 7.09 1.42
O -4.94 6.84 3.40
H -6.36 8.91 2.56
H -5.57 8.97 0.92
H -4.72 9.41 2.49
H -5.74 6.52 1.67
H -2.80 7.22 2.11
H -3.49 7.74 0.56
H -3.61 6.07 1.03
H -5.81 7.09 3.69
C 2.09 -7.45 -5.85
C 1.20 -6.25 -6.17
C 0.03 -6.58 -7.11
O 0.66 -5.73 -4.92
H 2.42 -7.90 -6.78
H 1.56 -8.12 -5.17
H 3.04 -7.10 -5.43
H 1.85 -5.53 -6.66
H -0.55 -7.39 -6.66
H 0.42 -6.89 -8.08
H -0.63 -5.78 -7.44
H 0.03 -5.08 -5.21
C 5.84 -0.75 -3.34
C 7.23 -0.27 -2.90
C 8.42 -0.81 -3.72
O 7.21 1.13 -3.03
H 5.93 -1.84 -3.39
H 5.62 -0.33 -4.32
H 5.14 -0.64 -2.51
H 7.36 -0.57 -1.86
H 9.34 -0.29 -3.43
H 8.28 -0.75 -4.80
H 8.63 -1.86 -3.56
H 8.12 1.41 -2.91
C -6.13 0.22 2.98
C -6.97 -1.04 3.01
C -6.69 -1.94 1.85
O -6.84 -1.84 4.20
H -6.33 0.80 2.08
H -5.05 0.13 2.98
H -6.40 0.86 3.82
H -8.03 -0.86 2.82
H -6.94 -1.43 0.91
H -7.19 -2.91 1.90
H -5.61 -2.11 1.85
H -5.96 -2.23 4.26
C 1.60 5.73 -3.67
C 3.02 5.28 -3.69
C 3.99 6.46 -3.83
O 3.39 4.64 -2.45
H 1.47 6.72 -3.24
H 0.97 5.03 -3.11
H 1.12 5.76 -4.65
H 3.09 4.49 -4.44
H 5.04 6.23 -3.68
H 3.77 7.26 -3.12
H 3.94 6.95 -4.81
H 4.24 4.20 -2.54
C 2.60 6.11 3.83
C 3.78 6.86 4.55
C 3.70 8.37 4.45
O 3.76 6.41 5.80
H 2.80 5.06 3.62
H 2.58 6.38 2.78
H 1.64 6.33 4.30
H 4.63 6.48 3.97
H 3.93 8.48 3.39
H 4.50 8.88 4.99
H 2.70 8.69 4.75
H 3.86 5.45 5.77
```

Calculated values
Total charge: 0
SMILES: CC(C)O.CC(C)O.CC(C)O.CC(C)O.CC(C)O.CC(C)O.CC(C)O.CC(C)O.CC(C)O.CC(C)O.CC(C)O.CC(C)O
Lowest unoccupied orbital energy, eV: 0.1553
Highest occupied orbital energy, eV: -9.614

---

[6]
Density functional theory data (ωB97M-V/def2-TZVPD) for a structure of composition C7H8N5 in a non-equilibrium geometry.

Geometry as XYZ:
```
20
C7H8N5 ωB97M-V/def2-TZVPD
C 1.32 1.84 1.50
C -0.08 -3.75 -2.07
C 0.81 3.18 1.59
C 0.55 -3.78 -0.84
C 0.54 0.91 0.77
C -1.09 2.60 0.53
C -0.45 -2.45 -1.96
N -0.35 3.51 1.09
N 0.45 -2.53 -0.31
N -0.19 -1.57 -1.08
N -0.72 1.33 0.45
N -1.55 0.37 0.05
H 2.18 1.44 1.89
H -0.09 -4.33 -2.94
H 1.46 3.98 2.07
H 1.36 -4.40 -0.47
H 0.80 -0.11 0.61
H -2.08 3.06 0.14
H -1.14 -0.56 -0.35
H -2.52 0.57 0.00
```

Calculated values
Total charge: +1
Lowest unoccupied orbital energy, eV: -5.4799
Highest occupied orbital energy, eV: -13.340

---

These records have ΔE to the lowest compared entry with this formula, charge and spin values of 340.2 367.5 217.2 3.0 640.9 539.0 kJ/mol, in the order they appear.
These records have calculated total energy values of -1372.76697 -288.87705 -4855.21714 -870.94193 -2331.86650 -544.82208 a.u., in the order they appear.
These records have molar mass values of 311.36 89.14 747.62 218.37 721.15 162.18 g mol⁻¹, in the order they appear.